Record 1
{"formula": "C4H8NO3", "method": "wB97M-V/def2-TZVPD", "energy_ha": -437.77532, "e_lumo_ev": 4.01, "total_charge": -1, "e_homo_ev": -4.56, "de_lowest_kcal_mol": 18.93, "species": ["C", "C", "O", "N", "H", "H", "H", "H", "H", "C", "C", "O", "O", "H", "H", "H"], "coordinates": [[0.9187, 1.3861, -1.1064], [-0.5105, 1.8462, -0.9925], [-0.9221, 2.7311, -1.7640], [-1.2215, 1.5771, 0.1167], [-2.0528, 2.1455, 0.1141], [-0.9875, 0.7600, 0.7214], [1.3423, 1.9896, -1.9058], [0.9230, 0.3018, -1.2363], [1.5465, 1.5112, -0.2308], [1.2806, -2.4432, 1.6934], [0.2334, -1.7785, 0.7589], [-0.2682, -2.5707, -0.0558], [0.0758, -0.5564, 1.0556], [1.5822, -3.4095, 1.2934], [1.0200, -2.4960, 2.7475], [2.2023, -1.9082, 1.3767]], "forces_ev_per_angstrom": [[-0.110, -0.741, -0.270], [0.327, 2.422, 0.822], [0.079, -0.778, -0.245], [0.141, -0.479, -0.155], [-0.262, -0.455, 0.398], [-0.080, 0.317, -0.524], [0.086, -0.494, -0.291], [0.207, 0.060, -0.530], [-0.433, 0.301, 0.485], [1.425, -0.024, -1.763], [0.431, -1.222, 1.799], [-0.549, 1.281, -0.559], [-0.619, -0.379, -0.774], [-0.712, -0.610, 0.294], [0.291, 0.422, -0.024], [-0.221, 0.379, 1.337]]}

---

Record 2
{"formula": "C20H33Cl2MgN4O3S", "method": "wB97M-V/def2-TZVPD", "energy_ha": -2745.45289, "e_lumo_ev": 2.61, "total_charge": -1, "e_homo_ev": -3.24, "species": ["O", "C", "C", "C", "H", "C", "H", "C", "H", "C", "H", "C", "H", "H", "C", "C", "H", "H", "H", "C", "C", "H", "H", "H", "H", "Mg", "Cl", "Cl", "H", "H", "C", "C", "N", "H", "C", "O", "H", "H", "H", "H", "H", "H", "C", "C", "N", "H", "C", "O", "H", "H", "H", "H", "S", "C", "N", "C", "C", "N", "H", "H", "H", "H", "H", "H"], "coordinates": [[1.5053, 0.4943, -2.1621], [1.3469, -0.7248, -2.1093], [0.2877, -1.3399, -2.9904], [-1.0698, -1.0440, -2.9187], [-1.4517, -0.6398, -1.9784], [-1.9074, -1.3615, -3.9947], [-2.9619, -1.0930, -3.9288], [-1.3844, -2.0345, -5.1025], [-2.0341, -2.2626, -5.9434], [-0.0379, -2.3963, -5.1280], [0.3734, -2.9612, -5.9643], [0.7978, -2.0241, -4.0847], [1.8568, -2.3048, -4.0760], [2.2494, -1.3381, -2.1036], [2.5487, -1.9058, 0.2408], [1.1581, -1.7457, -0.2681], [2.9089, -2.9044, -0.0206], [2.4973, -1.8186, 1.3424], [3.2241, -1.1442, -0.1772], [0.2481, -2.7397, -0.3828], [0.4181, -4.0836, 0.2612], [-0.6851, -2.6572, -0.9474], [0.5261, -4.8968, -0.4748], [-0.4871, -4.2854, 0.8395], [1.2582, -4.1409, 0.9675], [0.1952, -0.7848, 1.6182], [-1.8673, -0.5411, 0.3841], [0.1242, -2.5266, 3.1524], [-1.4786, 3.5375, -3.2697], [-2.9728, 3.8010, -1.2435], [-1.3002, 2.5329, -2.8639], [-2.5456, 2.9139, -0.7590], [-1.3001, 2.5784, -1.4138], [-0.3314, 2.1583, -3.2055], [-0.1554, 2.3825, -0.7055], [-0.1121, 2.0702, 0.4938], [-2.3566, 3.1129, 0.2985], [0.7627, 2.5904, -1.3025], [-2.0929, 1.8642, -3.2214], [-3.2653, 2.0904, -0.8463], [4.4332, 1.9244, 3.4553], [4.9619, 3.4738, 1.3601], [4.3607, 1.1374, 2.6948], [4.7338, 2.5927, 0.7413], [3.8324, 1.6944, 1.4567], [3.7173, 0.3330, 3.0504], [2.6394, 1.3146, 0.9658], [1.9021, 0.4783, 1.5210], [4.2622, 2.9115, -0.1963], [2.3820, 1.8192, 0.0093], [5.3767, 0.7667, 2.5138], [5.6819, 2.0752, 0.5237], [-0.4349, 0.9526, 3.5319], [-2.0743, 0.6314, 3.7800], [-3.0526, 1.5692, 3.7441], [-4.3917, 1.0242, 3.7726], [-4.1343, -0.4705, 4.0146], [-2.6848, -0.5549, 4.0175], [-2.8386, 2.5313, 3.4652], [-4.9076, 1.1991, 2.8208], [-4.9675, 1.4779, 4.5840], [-4.5662, -1.0911, 3.2215], [-4.5561, -0.7736, 4.9796], [-2.1640, -1.4445, 3.9606]], "forces_ev_per_angstrom": [[-0.043, 2.404, 0.267], [-0.228, -2.126, 1.202], [0.354, 0.432, -0.243], [-0.217, -0.130, -0.126], [0.032, 0.228, -0.421], [0.461, -0.097, 0.469], [0.171, -0.159, -0.147], [-0.115, 0.169, 0.009], [0.096, -0.079, 0.070], [-0.108, -0.081, -0.183], [-0.169, 0.141, 0.061], [-0.120, -0.444, 0.016], [-0.327, 0.197, -0.150], [0.472, -0.461, -0.234], [-0.336, -0.725, 0.763], [-1.261, 0.442, -2.842], [0.423, -0.033, 0.172], [0.750, -0.170, -0.313], [-0.173, -0.145, 0.209], [1.447, -0.107, 0.760], [-0.056, -0.556, 0.186], [0.290, 0.412, 0.316], [-0.053, 0.167, -0.012], [0.046, -0.190, 0.047], [-0.229, 0.114, -0.286], [-0.515, 0.712, -0.855], [-0.634, 0.175, 0.617], [-0.013, -0.145, 0.331], [-0.035, -0.060, -0.125], [0.046, -0.001, 0.062], [0.183, 0.297, 0.243], [-0.043, -0.499, -0.040], [0.165, 0.196, 0.054], [-0.170, -0.054, 0.019], [0.138, -0.377, 1.322], [-0.037, 1.265, -1.824], [0.001, -0.119, -0.165], [-0.439, -0.512, 0.157], [0.204, 0.024, 0.072], [0.062, 0.080, 0.143], [-0.099, -0.118, -0.034], [-0.097, -0.172, -0.179], [0.065, 0.173, -0.086], [-0.340, -0.138, 0.072], [0.385, -0.120, 0.177], [0.045, 0.123, -0.095], [-1.075, -0.712, 0.117], [1.127, 1.144, -0.223], [0.168, -0.076, 0.244], [-0.086, -0.518, 0.458], [-0.174, -0.100, 0.021], [-0.293, 0.133, -0.031], [-0.567, 0.208, 0.424], [-0.384, -0.452, -0.232], [0.605, 1.052, -0.099], [-0.126, 0.221, -0.144], [-0.075, -0.180, -0.011], [0.971, -0.400, -0.044], [-0.056, -0.957, 0.125], [0.056, -0.018, 0.150], [-0.081, -0.075, -0.097], [0.108, 0.078, 0.135], [0.106, -0.119, -0.126], [-0.202, 0.838, -0.123]]}